The following is a quantum chemistry calculation of C32H41MoN11O2S as an isolated structure, from the OMol25 dataset.

total charge	+2
⟨S²⟩	2.02
2S+1	3
ΔE to the lowest compared entry with this formula, charge and spin	6.1	kcal per mole
gap between HOMO and LUMO (alpha / beta)	6.53 / 6.35	eV

Last column: Löwdin charge in e.
Element x y z (Å)
Mo (-0.51123, -0.35557, -0.21789)  1.77
N (1.81947, -1.71370, -7.73647)  0.16
C (1.32852, -1.83796, -6.49129)  -0.28
C (0.49044, -0.84077, -5.94389)  0.00
C (0.00289, -0.96418, -4.66953)  -0.06
C (0.32908, -2.09186, -3.90896)  -0.33
C (1.14698, -3.10066, -4.44078)  -0.03
C (1.64177, -2.97229, -5.70929)  0.00
S (-0.23392, -2.29215, -2.31951)  0.69
O (-1.30012, -1.26789, -2.04453)  -0.46
O (-0.52130, -3.65392, -2.01827)  -0.22
N (0.82101, -1.66089, -1.20429)  -0.19
C (1.13679, -2.46837, -0.11157)  -0.48
N (0.52932, -1.89175, 0.92705)  -0.01
C (0.54984, -2.51467, 2.10863)  -0.09
C (1.25952, -3.69146, 2.21875)  0.01
C (1.90406, -4.17284, 1.07836)  -0.03
N (1.83549, -3.56938, -0.11242)  0.19
H (1.56976, -0.93554, -8.31998)  0.12
H (2.37926, -2.43935, -8.14757)  0.12
H (0.22227, 0.01755, -6.54596)  0.12
H (-0.65813, -0.20922, -4.26690)  0.10
H (1.37972, -3.97882, -3.85251)  0.13
H (2.26988, -3.74924, -6.12456)  0.13
H (-0.00219, -2.06972, 2.92560)  0.13
H (1.31302, -4.22670, 3.15475)  0.13
H (2.48265, -5.08771, 1.11685)  0.13
C (-0.53608, 3.50745, -1.02421)  -0.04
C (0.70245, 2.80071, -1.58409)  -0.34
C (0.45897, 1.44375, -2.25159)  -0.07
C (1.81804, 2.70820, -0.56761)  -0.15
C (2.93469, 3.49609, -0.79801)  -0.01
C (3.99034, 3.52093, 0.09336)  -0.04
C (3.92120, 2.73757, 1.22154)  -0.02
C (2.82822, 1.91208, 1.51035)  -0.11
C (3.00291, 1.15426, 2.83071)  -0.36
C (2.58114, 1.97978, 4.05286)  -0.04
C (2.45520, -0.26045, 2.90850)  -0.07
C (1.76211, 1.90719, 0.59023)  -0.13
N (0.54683, 1.13273, 0.86901)  -0.04
C (-0.08138, 1.42980, 1.98169)  -0.08
C (-1.17769, 0.66251, 2.37815)  -0.33
C (-2.03061, 0.72068, 3.47776)  0.02
C (-2.94105, -0.31666, 3.32250)  0.00
C (-2.63619, -0.99823, 2.13380)  -0.23
N (-1.56245, -0.40454, 1.55158)  -0.09
C (-3.38483, -2.19844, 1.60722)  -0.54
C (-4.84188, -1.78655, 1.34615)  -0.02
C (-2.78108, -2.73732, 0.32008)  -0.06
C (-3.35014, -3.29873, 2.67905)  -0.02
H (-1.32282, 3.57245, -1.77894)  0.08
H (-0.26979, 4.52499, -0.73911)  0.10
H (-0.94009, 3.02084, -0.13888)  0.04
H (1.07376, 3.45043, -2.37769)  0.13
H (0.78343, 0.62319, -1.57996)  0.02
H (1.14366, 1.27643, -3.08538)  0.11
H (-0.55505, 1.31457, -2.61962)  0.04
H (2.96489, 4.10992, -1.68932)  0.12
H (4.85693, 4.13991, -0.09382)  0.12
H (4.74857, 2.74644, 1.92007)  0.13
H (4.08620, 1.04665, 2.90903)  0.13
H (1.49757, 2.00125, 4.18653)  0.06
H (2.93632, 3.00755, 3.98520)  0.09
H (2.99926, 1.53834, 4.95806)  0.09
H (1.37428, -0.27432, 3.04019)  0.04
H (2.88817, -0.76467, 3.77402)  0.10
H (2.71849, -0.83414, 2.01867)  0.08
H (0.25822, 2.26706, 2.58134)  0.15
H (-1.97985, 1.43533, 4.28436)  0.13
H (-3.74195, -0.57296, 3.99642)  0.13
H (-4.90261, -1.01605, 0.57348)  0.08
H (-5.31913, -1.40327, 2.24773)  0.09
H (-5.41215, -2.65086, 1.00427)  0.10
H (-2.77991, -2.00091, -0.48946)  0.05
H (-3.37511, -3.57906, -0.03891)  0.11
H (-1.76846, -3.12103, 0.46363)  0.07
H (-3.80363, -2.96714, 3.61255)  0.09
H (-2.32544, -3.61330, 2.88976)  0.08
H (-3.90336, -4.17038, 2.32786)  0.10
N (-4.46230, 2.35582, -2.89679)  0.17
N (-3.79068, 1.82884, -1.81920)  -0.25
N (-4.16270, 2.07423, -0.58197)  0.19
C (-3.20589, 1.48076, 0.10660)  -0.15
N (-2.30462, 0.91296, -0.71338)  -0.09
N (-2.70539, 1.15322, -1.95595)  0.10
H (-5.39461, 2.60932, -2.58719)  0.12
H (-4.48193, 1.67223, -3.64558)  0.12
H (-3.17350, 1.46296, 1.18242)  0.12

---

The following is a quantum chemistry calculation of C32H41N7OPTi as an isolated structure in a non-equilibrium geometry, from the OMol25 dataset.

total charge	+1
⟨S²⟩	2.02
2S+1	3
gap between HOMO and LUMO (alpha / beta)	5.11 / 7.62	eV

Last column: Löwdin charge in e.
Element x y z (Å)
Ti (0.13501, -0.65597, -0.95689)  0.74
C (-0.71337, -2.91576, -2.80438)  -0.08
N (-1.20809, -2.36786, -1.51070)  -0.22
C (-1.10811, -3.34603, -0.39958)  -0.09
C (0.29246, -3.39338, 0.17733)  -0.23
C (0.81974, -4.50704, 0.80447)  0.00
C (2.07603, -4.43023, 1.38416)  -0.05
C (2.78430, -3.24067, 1.30352)  -0.04
C (2.21090, -2.17156, 0.64441)  -0.11
N (0.97697, -2.24020, 0.11453)  -0.01
C (-2.55119, -1.74285, -1.65711)  -0.10
C (-2.40520, -0.46248, -2.45552)  -0.24
C (-3.40060, 0.06293, -3.26182)  0.00
C (-3.14518, 1.22160, -3.97491)  -0.04
C (-1.88976, 1.79841, -3.90977)  -0.04
C (-0.93784, 1.20472, -3.09723)  -0.11
N (-1.21286, 0.13556, -2.34897)  0.00
C (0.79312, -2.81935, -2.91928)  -0.25
C (1.57506, -3.86562, -3.35885)  -0.01
C (2.95310, -3.69763, -3.44941)  -0.05
C (3.49594, -2.48153, -3.09268)  -0.05
C (2.64783, -1.47849, -2.64902)  -0.11
N (1.31854, -1.62617, -2.55185)  0.02
H (-1.14741, -2.31006, -3.60022)  0.13
H (-1.05425, -3.94392, -2.95003)  0.13
H (-1.42303, -4.34106, -0.72544)  0.13
H (-1.78059, -3.00123, 0.38617)  0.13
H (0.24039, -5.42170, 0.83841)  0.12
H (2.49941, -5.28943, 1.88807)  0.11
H (3.77238, -3.13764, 1.73020)  0.11
H (2.72605, -1.22336, 0.54150)  0.11
H (-2.90688, -1.49019, -0.65841)  0.11
H (-3.26400, -2.42053, -2.13589)  0.14
H (-4.35638, -0.44091, -3.32777)  0.12
H (-3.91460, 1.65650, -4.60131)  0.12
H (-1.63223, 2.67643, -4.48575)  0.11
H (0.07062, 1.59311, -3.02317)  0.11
H (1.10696, -4.80394, -3.62987)  0.12
H (3.58455, -4.50773, -3.79026)  0.11
H (4.56051, -2.29887, -3.14100)  0.11
H (3.03501, -0.51311, -2.34621)  0.11
C (-1.07788, 2.93761, 0.06547)  -0.08
N (0.00198, 2.60136, 0.98676)  -0.28
C (-0.27000, 3.03042, 2.35370)  -0.07
P (1.43356, 2.12985, 0.41489)  0.54
O (1.30929, 1.04153, -0.66258)  -0.39
N (2.25281, 3.35485, -0.29762)  -0.30
C (2.50694, 3.40325, -1.73444)  -0.09
C (2.18662, 4.66867, 0.33509)  -0.09
N (2.28336, 1.64952, 1.71342)  -0.29
C (1.67879, 0.72766, 2.67991)  -0.10
C (3.59060, 2.15873, 2.11013)  -0.08
H (-1.31042, 4.00464, 0.13393)  0.09
H (-1.96830, 2.35235, 0.30235)  0.08
H (-0.80123, 2.71362, -0.96330)  0.06
H (-0.54455, 4.08850, 2.36259)  0.09
H (0.59673, 2.90331, 2.99516)  0.06
H (-1.09754, 2.44838, 2.77045)  0.09
H (2.53746, 2.40079, -2.14706)  0.06
H (3.46833, 3.88324, -1.92694)  0.09
H (1.72946, 3.98042, -2.24759)  0.09
H (2.07967, 4.58722, 1.41640)  0.08
H (1.34519, 5.25450, -0.04882)  0.09
H (3.10962, 5.21591, 0.13945)  0.09
H (0.71893, 0.35431, 2.32101)  0.06
H (1.51902, 1.22070, 3.64220)  0.09
H (2.34546, -0.12121, 2.84417)  0.08
H (4.04708, 2.73264, 1.30993)  0.08
H (4.24891, 1.32287, 2.35400)  0.09
H (3.50592, 2.79110, 2.99935)  0.09
C (-1.13441, -0.35298, 0.71871)  -0.10
C (-1.90255, -0.19540, 1.66660)  -0.13
C (-2.80764, 0.01493, 2.77424)  -0.27
C (-4.05727, 0.61615, 2.58664)  -0.05
C (-4.91487, 0.83058, 3.65651)  -0.09
C (-4.54289, 0.45076, 4.93956)  -0.09
C (-3.30607, -0.14741, 5.14165)  -0.09
C (-2.44917, -0.36314, 4.07287)  -0.05
H (-4.34977, 0.91582, 1.58760)  0.11
H (-5.87757, 1.29655, 3.48949)  0.10
H (-5.21163, 0.61820, 5.77362)  0.10
H (-3.00846, -0.44955, 6.13794)  0.10
H (-1.48684, -0.83400, 4.23313)  0.11

---

The following is a quantum chemistry calculation of C32H42F3GeN5O5SSeSiW as an isolated structure in a non-equilibrium geometry, from the OMol25 dataset.

total charge	-2
⟨S²⟩	2.03
2S+1	3
ΔE to the lowest compared entry with this formula, charge and spin	20.9	kcal per mole
gap between HOMO and LUMO (alpha / beta)	5.13 / 5.63	eV

Last column: Löwdin charge in e.
Element x y z (Å)
W (0.24844, -0.58564, -0.53215)  0.97
O (3.29061, 6.88041, -0.75990)  0.08
C (3.69217, 5.80773, -1.50571)  -0.48
O (4.39163, 6.00882, -2.46576)  0.09
C (3.24138, 4.47882, -1.03688)  -0.16
C (2.76950, 4.24759, 0.25539)  -0.03
C (2.37897, 2.98564, 0.65257)  -0.03
C (2.42276, 1.90722, -0.23632)  -0.33
C (2.88941, 2.13661, -1.53435)  -0.04
C (3.30208, 3.39594, -1.91614)  0.00
N (2.01272, 0.63490, 0.19927)  -0.12
C (2.51648, 0.28039, 1.37893)  -0.16
C (1.98433, -0.78792, 2.09306)  -0.28
C (2.46969, -1.17411, 3.36894)  -0.04
C (1.84096, -2.16011, 4.06502)  -0.10
C (0.72094, -2.79442, 3.48342)  -0.09
C (0.32433, -2.39763, 2.23209)  -0.19
N (0.92190, -1.43583, 1.52114)  -0.02
H (2.64437, 6.58086, -0.10713)  0.08
H (2.70653, 5.04514, 0.99053)  0.11
H (1.96543, 2.83075, 1.63908)  0.10
H (2.90335, 1.30865, -2.22933)  0.03
H (3.66862, 3.57131, -2.91949)  0.12
H (3.36544, 0.82427, 1.78546)  0.13
H (3.32306, -0.64468, 3.77406)  0.11
H (2.18704, -2.45299, 5.04883)  0.09
H (0.18727, -3.58295, 3.99574)  0.09
H (-0.51688, -2.88127, 1.75369)  0.09
Se (-0.66663, 1.99658, -1.09580)  0.73
C (-0.80223, 2.53264, -2.91956)  -0.62
C (-0.00345, 2.05262, -3.95767)  -0.15
C (-0.15940, 2.57916, -5.22894)  -0.18
N (-1.02844, 3.54101, -5.55710)  0.02
C (-1.78397, 3.99732, -4.55600)  -0.20
C (-1.71612, 3.53642, -3.25357)  -0.15
H (0.71560, 1.26388, -3.76986)  0.00
H (0.45096, 2.20349, -6.04549)  0.09
H (-2.49285, 4.77990, -4.81601)  0.08
H (-2.36729, 3.94682, -2.49099)  0.08
N (-1.51553, -0.89054, 0.49553)  -0.02
C (-2.42069, -0.90732, 1.21396)  -0.19
N (-3.48016, -0.97832, 1.98712)  -0.06
C (-4.33463, 0.18925, 2.21552)  -0.09
C (-4.20527, 0.65591, 3.65716)  -0.18
O (-4.45391, -0.41946, 4.55859)  -0.13
C (-3.46597, -1.42840, 4.38187)  -0.19
C (-3.59828, -2.03228, 2.99531)  -0.10
H (-5.36739, -0.11216, 2.01414)  0.12
H (-4.04971, 0.97899, 1.52063)  0.14
H (-4.94827, 1.42458, 3.86773)  0.13
H (-3.20379, 1.05076, 3.83679)  0.10
H (-3.64310, -2.18712, 5.14567)  0.12
H (-2.46355, -1.00465, 4.49869)  0.11
H (-4.58789, -2.48843, 2.88625)  0.13
H (-2.83319, -2.78645, 2.81824)  0.12
S (1.47866, -0.74033, -2.50073)  0.14
C (-1.56087, -0.96316, -4.08457)  -0.25
Si (-1.76879, -1.05759, -2.19844)  0.39
C (-2.46547, -2.83431, -1.95671)  -0.25
C (-3.38896, -0.07662, -1.90514)  -0.25
H (-2.35746, -1.53946, -4.56689)  0.01
H (-0.59321, -1.36381, -4.39286)  -0.01
H (-1.61940, 0.06964, -4.43481)  0.00
H (-3.40383, -2.93316, -2.51306)  0.01
H (-2.67348, -3.03107, -0.89979)  0.00
H (-1.77760, -3.60655, -2.30688)  0.01
H (-4.09935, -0.30746, -2.70598)  0.02
H (-3.22292, 1.00095, -1.88647)  -0.03
H (-3.85259, -0.36146, -0.95413)  0.00
F (-0.09053, 3.69531, 2.96165)  0.12
C (-1.08344, 2.81805, 3.18278)  -0.53
F (-2.14697, 3.24198, 2.46360)  0.11
F (-1.43200, 2.96175, 4.47759)  0.11
C (-0.70233, 1.34580, 2.79440)  -0.59
O (-0.98328, 0.48321, 3.63889)  0.01
O (-0.22707, 1.26178, 1.65424)  -0.11
C (2.81588, -4.27825, 0.96635)  -0.24
Ge (2.42087, -3.27743, -0.71555)  0.69
C (4.00212, -2.11074, -0.83972)  -0.26
C (2.71008, -4.65489, -2.11945)  -0.24
C (0.49927, -2.80976, -0.78926)  -0.54
H (3.67590, -4.93381, 0.80069)  0.00
H (1.97454, -4.89368, 1.29318)  0.00
H (3.06376, -3.58972, 1.77756)  -0.01
H (4.85264, -2.63742, -0.39485)  0.01
H (3.85269, -1.16477, -0.32269)  -0.02
H (4.21024, -1.89226, -1.88610)  -0.01
H (3.73617, -5.03150, -2.09037)  0.00
H (2.51754, -4.22568, -3.10423)  0.00
H (2.02233, -5.48951, -1.96204)  0.00
H (-0.02517, -3.46909, -0.08571)  -0.02
H (0.21468, -3.12669, -1.79075)  -0.05

---

The following is a quantum chemistry calculation of C32H42HgN4O as an isolated structure in a non-equilibrium geometry, from the OMol25 dataset.

total charge	-2
ΔE to the lowest compared entry with this formula, charge and spin	0.0	kcal per mole
gap between HOMO and LUMO (alpha / beta)	4.07 / 4.19	eV

Last column: Löwdin charge in e.
Element x y z (Å)
Hg (-0.17178, -0.97464, -0.03318)  0.96
N (0.80659, -3.70712, 3.68335)  0.04
N (-0.26635, -2.72080, -2.36960)  -0.09
C (1.37507, 2.43870, -0.25821)  -0.28
C (2.42313, 1.51868, 0.04812)  -0.29
C (2.38676, 1.26920, 1.44658)  -0.27
C (3.24460, 0.32673, 2.17687)  -0.11
H (4.23705, 0.25038, 1.72430)  0.06
H (2.81518, -0.67978, 2.17279)  -0.03
H (3.35652, 0.63555, 3.22066)  0.06
C (1.29553, 2.00444, 1.99655)  -0.27
C (0.84412, 1.91979, 3.39449)  -0.10
H (1.30125, 2.69121, 4.03142)  0.06
H (1.11332, 0.94721, 3.81477)  0.04
H (-0.24366, 2.02728, 3.47030)  0.06
C (0.72187, 2.78759, 0.95967)  -0.27
C (-0.36228, 3.78156, 1.14397)  -0.10
H (-1.21894, 3.35460, 1.67789)  0.05
H (-0.73641, 4.17711, 0.19702)  0.05
H (-0.02544, 4.64720, 1.73165)  0.06
C (3.39687, 0.92659, -0.89301)  -0.09
H (4.34501, 1.49215, -0.89414)  0.06
H (3.03155, 0.92815, -1.92631)  0.03
H (3.63815, -0.10987, -0.62122)  0.06
C (1.02146, 2.91104, -1.61560)  -0.09
H (-0.03880, 3.18665, -1.66760)  0.06
H (1.18764, 2.13009, -2.36868)  0.05
H (1.61381, 3.78801, -1.91823)  0.06
C (-0.18074, -4.19594, 4.34774)  -0.25
H (-0.10061, -4.17142, 5.42661)  0.08
C (-1.33883, -4.70278, 3.75671)  -0.15
H (-2.02131, -5.25541, 4.37350)  0.06
C (-1.47808, -4.46326, 2.40440)  -0.16
H (-2.34016, -4.88638, 1.90084)  0.09
C (-0.56081, -3.67737, 1.72839)  -0.08
H (-0.76209, -3.29790, 0.70927)  0.02
C (0.60231, -3.09541, 2.46619)  -0.44
C (1.57953, -2.14640, 2.24373)  0.03
H (2.04913, -2.27340, 1.25174)  -0.01
C (-0.69702, -1.43901, -2.64431)  -0.30
C (0.78628, -3.03493, -3.19674)  -0.23
H (1.60270, -3.68906, -2.77913)  0.11
C (0.51477, -2.40520, -4.35121)  -0.11
H (0.75968, -2.65408, -5.38480)  0.08
N (-0.43713, -1.24991, -3.99616)  -0.05
C (-0.44758, 0.05448, -4.47093)  -0.16
C (0.78151, 0.60066, -4.89970)  -0.18
C (0.68397, 1.89555, -5.44452)  -0.04
H (1.52656, 2.29971, -5.96774)  0.10
C (-0.49707, 2.60893, -5.37390)  -0.31
C (-0.63027, 3.82570, -6.22477)  -0.08
H (-1.16393, 4.63408, -5.72516)  0.07
H (-1.17748, 3.60752, -7.14852)  0.07
H (0.34964, 4.19563, -6.52996)  0.07
C (-1.53375, 2.18310, -4.55486)  -0.01
H (-2.37702, 2.82111, -4.36901)  0.10
C (-1.55061, 0.85094, -4.06837)  -0.18
C (-2.60695, 0.34321, -3.12748)  -0.09
H (-2.55971, -0.76460, -3.04800)  0.05
H (-3.60505, 0.62653, -3.48207)  0.06
H (-2.52138, 0.72267, -2.09133)  0.08
C (2.14351, 0.03344, -4.60986)  -0.04
H (2.29957, -0.98889, -4.96192)  0.05
H (2.40990, 0.04851, -3.53904)  0.07
H (2.89081, 0.65385, -5.10388)  0.07
C (-2.78640, -1.40860, 5.50935)  -0.07
N (-1.72164, -1.09397, 4.57399)  -0.13
C (-0.36340, -0.93005, 5.05635)  -0.05
C (-1.95732, -0.81108, 3.27059)  -0.49
C (-3.34539, -0.91179, 2.71390)  0.00
O (-1.00854, -0.48147, 2.53175)  -0.10
H (-2.37151, -1.51219, 6.51535)  0.08
H (-3.29094, -2.34946, 5.24108)  0.08
H (-3.54441, -0.61105, 5.53103)  0.08
H (0.34407, -1.35206, 4.33936)  0.06
H (-0.12238, 0.12587, 5.20623)  0.08
H (-0.25281, -1.44871, 6.00660)  0.08
H (-3.56607, 0.02800, 2.19549)  0.09
H (-3.39896, -1.72746, 1.98306)  0.09
H (-4.09831, -1.07797, 3.48549)  0.05

---

no.,calculated total energy (eV)
1,-67011.9371
2,-78729.5083
3,-202109.6861
4,-46038.2706